1.
Entry from the Open Molecules 2025 dataset: a structure of composition C42H31FN9O7RhS2 (ωB97M-V with the def2-TZVPD basis set).

CARTESIAN COORDINATES (ANGSTROEM)
Rh 0.265 -1.799 -2.920
F 0.125 3.648 1.745
C 0.759 2.446 1.856
C 0.707 1.582 0.791
C 1.441 0.380 0.823
C 1.401 -0.529 -0.296
O 0.501 -0.379 -1.180
C 2.412 -1.542 -0.305
C 3.164 -1.732 0.811
N 3.024 -1.016 1.962
C 3.910 -1.322 3.042
C 4.088 -2.759 3.424
C 3.351 -1.831 4.344
C 2.226 0.108 1.966
C 2.181 0.953 3.073
C 1.435 2.145 3.037
N 1.394 3.049 4.116
C 0.177 3.688 4.528
C -0.311 3.134 5.878
N 0.790 3.296 6.871
C 2.009 2.561 6.427
C 2.443 3.162 5.077
C 2.854 -2.336 -1.540
O 3.906 -2.949 -1.439
O 2.178 -2.275 -2.619
H 0.156 1.847 -0.094
H 3.928 -2.493 0.798
H 4.787 -0.677 3.086
H 5.078 -3.091 3.692
H 3.509 -3.501 2.895
H 3.829 -1.519 5.262
H 2.280 -1.953 4.422
H 2.738 0.688 3.957
H -0.605 3.533 3.788
H 0.337 4.773 4.623
H -0.537 2.070 5.786
H -1.200 3.666 6.223
H 0.489 2.982 7.800
H 1.023 4.299 6.928
H 1.745 1.510 6.296
H 2.786 2.646 7.187
H 3.340 2.660 4.718
H 2.686 4.225 5.233
S 0.737 0.543 -3.807
C 1.698 0.341 -5.204
C 2.390 1.461 -5.675
C 3.220 1.382 -6.775
C 3.888 2.543 -7.215
N 4.405 3.511 -7.549
C 3.385 0.136 -7.438
C 2.696 -0.974 -6.990
C 1.823 -0.901 -5.892
S 0.904 -2.277 -5.473
C 4.236 0.050 -8.561
N 4.911 -0.024 -9.485
H 2.273 2.400 -5.155
H 2.817 -1.926 -7.485
N -6.181 4.642 1.383
C -5.765 3.836 0.678
C -5.219 2.848 -0.163
C -5.847 1.607 -0.310
C -5.272 0.633 -1.096
C -4.061 0.884 -1.737
C -3.440 2.129 -1.610
C -4.009 3.101 -0.821
N -3.393 -0.129 -2.438
C -3.878 -1.168 -3.186
C -2.793 -1.892 -3.588
N -1.664 -1.318 -3.085
C -2.055 -0.260 -2.406
H -6.771 1.414 0.211
H -5.738 -0.333 -1.192
H -2.521 2.328 -2.141
H -3.524 4.057 -0.703
H -4.918 -1.294 -3.408
H -2.760 -2.775 -4.191
H -1.398 0.380 -1.853
O -1.497 -5.622 -2.899
C -1.148 -4.509 -2.552
O -0.318 -3.781 -3.196
C -1.740 -3.899 -1.290
C -0.936 -3.225 -0.371
C -1.506 -2.661 0.764
C -2.869 -2.729 0.968
C -3.671 -3.402 0.042
C -3.102 -4.015 -1.073
N -5.078 -3.420 0.234
O -5.532 -2.860 1.235
O -5.783 -3.956 -0.618
H 0.141 -3.215 -0.511
H -0.871 -2.168 1.487
H -3.342 -2.274 1.826
H -3.721 -4.570 -1.761

Calculated values
- frontier orbital gap (alpha / beta) (Eh) = 0.1351 / 0.1353
- E (hartree) = -3645.20901

---

2.
Entry from the Open Molecules 2025 dataset: a structure of composition C42H32Cl5FeP2 (ωB97M-V with the def2-TZVPD basis set).

CARTESIAN COORDINATES (ANGSTROEM)
C -0.329 3.089 0.821
C -0.054 1.915 1.544
C 1.064 1.880 2.388
C 1.901 2.988 2.504
C 1.620 4.155 1.789
C 0.496 4.206 0.959
P -1.149 0.454 1.427
C -1.245 -0.246 3.137
C -0.240 -1.095 3.629
C -0.284 -1.588 4.937
C -1.318 -1.209 5.798
C -2.324 -0.352 5.334
C -2.295 0.099 4.008
Fe -0.398 -1.067 -0.028
P 0.881 -0.298 -1.650
C 2.401 0.505 -1.001
C 2.826 1.778 -1.406
C 3.908 2.392 -0.775
C 4.543 1.776 0.304
C 4.139 0.501 0.709
C 3.094 -0.132 0.047
C 1.521 -1.599 -2.797
C 0.567 -2.422 -3.418
C 0.973 -3.428 -4.293
C 2.329 -3.629 -4.560
C 3.278 -2.807 -3.949
C 2.883 -1.788 -3.073
C 0.194 0.865 -2.890
C -1.139 1.301 -2.823
C -1.593 2.310 -3.670
C -0.754 2.822 -4.661
C 0.541 2.311 -4.817
C 1.004 1.320 -3.943
C -2.786 1.277 1.212
C -3.156 2.387 1.996
C -4.414 2.981 1.830
C -5.279 2.532 0.827
C -4.889 1.475 0.003
C -3.663 0.841 0.206
H -0.497 -2.271 -3.214
H 0.219 -4.056 -4.767
H 2.644 -4.426 -5.238
H 4.339 -2.952 -4.147
H 3.632 -1.147 -2.600
H 2.333 2.274 -2.239
H 4.249 3.369 -1.126
H 5.336 2.292 0.848
H 4.639 0.000 1.539
H 2.821 -1.144 0.344
H -1.833 0.861 -2.110
H -2.611 2.686 -3.558
H -1.113 3.606 -5.325
H 1.190 2.685 -5.610
H 2.018 0.930 -4.065
H -2.486 2.778 2.768
H -4.717 3.795 2.491
H -6.251 3.004 0.680
H -5.534 1.121 -0.802
H -3.395 0.005 -0.439
H 0.600 -1.388 3.001
H 0.499 -2.265 5.281
H -1.344 -1.585 6.823
H -3.133 -0.041 5.997
H -3.104 0.742 3.666
H 1.275 0.994 2.990
H 2.783 2.937 3.145
H 2.285 5.015 1.874
H 0.263 5.124 0.420
H -1.210 3.140 0.186
H 0.732 -0.976 0.967
H -1.190 0.207 -0.392
Cl -2.869 -2.366 0.761
C -1.582 -3.545 0.588
C -0.310 -3.065 0.287
C 0.750 -3.974 0.279
Cl 2.373 -3.461 -0.049
C 0.545 -5.351 0.534
Cl 1.847 -6.449 0.441
C -0.756 -5.820 0.836
Cl -1.026 -7.463 1.177
C -1.840 -4.902 0.853
Cl -3.421 -5.420 1.246

Calculated values
- 2S+1 = 6
- frontier orbital gap (alpha / beta) (Eh) = 0.2798 / 0.1466
- charge = +2
- E (hartree) = -5866.34368

---

3.
Entry from the Open Molecules 2025 dataset: a structure of composition C42H32N5O7P3S3Zr (ωB97M-V with the def2-TZVPD basis set).

CARTESIAN COORDINATES (ANGSTROEM)
Zr 0.458 0.003 0.680
C -4.349 -1.010 2.112
C -2.997 -0.491 2.544
O -2.957 -0.207 3.948
P -2.542 1.114 1.759
O -3.361 1.292 0.438
O -3.135 2.216 2.730
O -1.065 1.311 1.561
P -1.519 -1.485 2.101
O -1.926 -2.986 2.419
O -1.253 -1.277 0.621
O -0.458 -0.906 2.976
H -5.122 -0.266 2.307
H -4.579 -1.920 2.664
H -4.338 -1.229 1.045
H -2.055 -0.409 4.257
H -2.920 1.839 -0.251
H -3.184 1.896 3.648
H -1.454 -3.642 1.880
N 3.630 0.006 3.580
C 2.727 0.431 4.538
C 2.771 0.449 5.925
C 1.675 0.982 6.574
C 0.581 1.494 5.864
C 0.538 1.470 4.484
C 1.622 0.907 3.818
N 1.856 0.735 2.462
C 3.057 0.188 2.373
C 3.663 -0.077 1.087
C 4.938 -0.430 0.779
S 5.103 -0.553 -0.920
C 3.459 -0.110 -1.109
N 2.834 0.106 0.004
H 4.486 -0.492 3.750
H 3.619 0.059 6.472
H 1.663 1.011 7.656
H -0.245 1.921 6.417
H -0.293 1.868 3.920
H 5.773 -0.633 1.430
H 3.001 -0.013 -2.081
S 1.707 -2.232 1.708
C 1.811 -3.529 0.553
C 2.222 -4.793 0.966
C 2.308 -5.856 0.073
C 2.680 -7.144 0.561
N 2.952 -8.175 0.991
C 1.982 -5.646 -1.278
C 1.557 -4.388 -1.688
C 1.457 -3.325 -0.795
S 0.915 -1.775 -1.364
C 2.105 -6.701 -2.231
N 2.219 -7.542 -3.007
H 2.484 -4.946 2.005
H 1.296 -4.217 -2.725
C -5.050 -0.422 -3.812
C -4.092 0.275 -4.538
C -2.844 0.522 -3.990
C -2.537 0.063 -2.709
C -3.485 -0.680 -2.011
C -4.741 -0.912 -2.553
P -0.989 0.502 -1.822
C 0.188 0.587 -3.248
C 0.153 -0.460 -4.171
C 1.040 -0.504 -5.232
C 1.988 0.497 -5.392
C 2.039 1.537 -4.479
C 1.148 1.583 -3.413
C -1.276 2.299 -1.542
C -2.343 3.027 -2.023
C -2.409 4.420 -1.825
C -1.381 5.066 -1.204
C -0.276 4.348 -0.688
C 0.818 5.017 -0.098
C 1.872 4.289 0.368
C 1.840 2.878 0.341
C 0.796 2.137 -0.183
C -0.248 2.929 -0.778
H -6.035 -0.586 -4.230
H -4.320 0.634 -5.533
H -2.108 1.078 -4.556
H -3.222 -1.083 -1.041
H -5.479 -1.474 -1.995
H -0.562 -1.262 -4.039
H 0.997 -1.326 -5.935
H 2.679 0.463 -6.225
H 2.772 2.327 -4.590
H 1.211 2.404 -2.717
H -3.129 2.548 -2.591
H -3.258 4.970 -2.208
H -1.390 6.145 -1.104
H 0.809 6.099 -0.038
H 2.732 4.787 0.799
H 2.699 2.385 0.775

Calculated values
- frontier orbital gap (Eh) = 0.2407
- E (hartree) = -4686.26477

---

4.
Entry from the Open Molecules 2025 dataset: a structure of composition C42H33AsCaFN4O4 (ωB97M-V with the def2-TZVPD basis set).

CARTESIAN COORDINATES (ANGSTROEM)
Ca -0.078 0.757 -0.915
C 4.544 6.543 -1.564
C 5.286 5.442 -0.823
C 6.642 5.179 -1.459
C 7.407 4.147 -0.653
C 6.587 2.897 -0.498
C 7.193 1.679 -0.311
C 6.432 0.519 -0.175
F 7.076 -0.646 0.006
C 5.073 0.544 -0.224
C 4.429 1.777 -0.415
C 2.979 1.800 -0.441
O 2.285 0.757 -0.305
C 2.398 3.077 -0.689
C 3.172 4.181 -0.844
N 4.518 4.167 -0.770
C 5.174 2.959 -0.558
C 0.908 2.992 -0.866
O 0.200 2.852 0.163
O 0.490 2.697 -2.019
H 5.228 7.379 -1.700
H 3.683 6.926 -1.018
H 4.222 6.208 -2.552
H 5.444 5.752 0.216
H 7.192 6.119 -1.501
H 6.496 4.839 -2.488
H 7.636 4.558 0.336
H 8.362 3.907 -1.119
H 8.273 1.602 -0.276
H 4.481 -0.354 -0.131
H 2.719 5.139 -1.042
N -10.805 -2.207 -0.180
C -9.781 -1.693 -0.259
C -8.499 -1.054 -0.350
C -7.394 -1.634 0.268
C -6.158 -1.018 0.185
C -6.030 0.164 -0.532
C -7.126 0.749 -1.148
C -8.365 0.142 -1.052
N -4.751 0.775 -0.629
C -4.442 2.105 -0.433
C -3.099 2.208 -0.615
N -2.582 0.968 -0.926
C -3.593 0.135 -0.914
H -7.513 -2.553 0.825
H -5.300 -1.435 0.698
H -7.005 1.663 -1.714
H -9.228 0.584 -1.529
H -5.194 2.826 -0.164
H -2.462 3.073 -0.533
H -3.553 -0.920 -1.136
O -0.035 -1.482 -0.879
As -0.495 -2.562 0.295
C -1.637 -3.896 -0.462
C -3.025 -3.857 -0.359
C -3.792 -4.799 -1.025
C -3.178 -5.778 -1.795
C -1.795 -5.810 -1.907
C -1.023 -4.871 -1.242
C -1.357 -1.552 1.693
C -2.423 -2.031 2.446
C -3.008 -1.231 3.420
C -2.527 0.049 3.655
C -1.434 0.516 2.938
C -0.848 -0.284 1.968
C 1.095 -3.359 0.993
C 1.095 -4.621 1.574
C 2.274 -5.131 2.098
C 3.438 -4.377 2.043
C 3.431 -3.117 1.460
C 2.260 -2.599 0.927
H -3.516 -3.088 0.223
H -4.871 -4.769 -0.945
H -3.778 -6.514 -2.312
H -1.315 -6.566 -2.514
H 0.057 -4.897 -1.338
H -2.802 -3.034 2.303
H -3.837 -1.616 3.999
H -2.987 0.673 4.409
H -1.026 1.500 3.128
H 0.060 0.097 1.503
H 0.187 -5.212 1.617
H 2.282 -6.116 2.546
H 4.357 -4.776 2.452
H 4.343 -2.535 1.416
H 2.260 -1.627 0.448

Calculated values
- frontier orbital gap (Eh) = 0.3094
- charge = +1
- E (hartree) = -5153.52959

---

5.
Entry from the Open Molecules 2025 dataset: a structure of composition C42H33LiN6O4 (ωB97M-V with the def2-TZVPD basis set).

CARTESIAN COORDINATES (ANGSTROEM)
Li 0.501 0.761 0.495
C -3.319 -3.439 0.107
C -3.988 -2.232 0.282
C -3.364 -1.023 -0.002
C -2.036 -0.980 -0.471
C -1.371 -2.210 -0.630
C -2.001 -3.410 -0.349
N -1.356 0.200 -0.690
C -1.884 1.274 -1.231
C -3.043 1.289 -2.099
C -3.434 2.428 -2.733
C -2.753 3.669 -2.549
C -1.698 3.721 -1.683
C -1.270 2.568 -0.992
N -0.311 2.557 -0.020
N 0.156 3.648 0.383
C 1.093 3.454 1.420
C 1.457 4.580 2.163
C 2.333 4.431 3.219
C 2.834 3.167 3.514
C 2.424 2.110 2.715
N 1.585 2.242 1.694
H -3.801 -4.379 0.352
H -5.005 -2.230 0.666
H -3.881 -0.085 0.175
H -0.334 -2.189 -0.950
H -1.448 -4.338 -0.467
H -3.562 0.354 -2.270
H -4.279 2.391 -3.414
H -3.070 4.549 -3.094
H -1.160 4.645 -1.502
H 1.031 5.539 1.894
H 2.621 5.287 3.817
H 3.525 3.009 4.333
H 2.787 1.102 2.902
O -0.333 -1.793 3.645
C -0.497 -0.842 2.852
O 0.230 -0.480 1.898
C -1.803 -0.044 3.083
C -2.680 -0.496 4.115
C -3.844 0.163 4.343
C -4.179 1.283 3.538
C -5.373 2.027 3.698
C -5.647 3.089 2.879
C -4.732 3.449 1.863
C -3.569 2.749 1.690
C -3.258 1.648 2.529
N -2.083 0.982 2.325
H -2.371 -1.369 4.673
H -4.534 -0.153 5.120
H -6.069 1.735 4.479
H -6.563 3.655 3.007
H -4.955 4.286 1.210
H -2.862 3.017 0.911
C 2.784 -5.360 0.050
C 2.223 -4.564 -1.106
C 1.313 -5.172 -1.967
C 0.724 -4.457 -2.999
C 1.070 -3.129 -3.194
C 1.994 -2.508 -2.359
N 2.254 -1.125 -2.564
C 3.519 -0.602 -2.795
C 4.473 -1.334 -3.519
C 5.700 -0.779 -3.842
C 6.005 0.523 -3.459
C 5.071 1.240 -2.717
C 3.843 0.704 -2.357
C 2.935 1.523 -1.424
O 3.295 2.671 -1.132
O 1.900 0.906 -1.014
C 2.563 -3.217 -1.288
C 3.444 -2.484 -0.306
H 2.469 -6.402 -0.019
H 2.430 -4.965 1.006
H 3.876 -5.335 0.067
H 1.039 -6.210 -1.803
H -0.007 -4.932 -3.645
H 0.625 -2.542 -3.989
H 1.714 -0.471 -1.980
H 4.226 -2.343 -3.834
H 6.419 -1.364 -4.405
H 6.960 0.965 -3.719
H 5.283 2.242 -2.367
H 4.418 -2.246 -0.739
H 3.604 -3.061 0.603
H 2.978 -1.536 -0.028

Calculated values
- frontier orbital gap (Eh) = 0.2110
- charge = -2
- E (hartree) = -2257.53630